The following is a DFT calculation (ωB97M-V/def2-TZVPD) of C4H7NO2 as an isolated structure in a non-equilibrium geometry.

```
! RIJCOSX wB97M-V def2-TZVPD def2/J DEFGRID3
* xyz 0 1
C -0.87 -1.20 -1.52
C -1.90 -1.03 -0.65
C 0.68 1.47 1.33
C 1.11 -0.20 -0.27
N -0.22 -0.08 -0.96
O -1.26 0.04 -0.01
O 1.61 0.97 0.31
H -0.31 -1.88 -2.11
H -2.93 -1.34 -0.30
H 1.19 2.29 1.91
H 0.26 0.86 2.07
H -0.21 1.77 0.73
H 0.96 -1.06 0.38
H 1.88 -0.60 -0.93
*
```

As for the orbital gap: 9.885 eV. The calculation puts the total energy at -361.669070 Eh. The value obtained for the maximum force is 3.12 eV/Å. Its energy above the lowest of the compared OMol25 structures with the same formula, charge and spin is 132.9 kcal per mole.

In the natural (NBO) picture, each atom carries the following charge in e: -0.17 0.02 -0.28 0.07 -0.14 -0.36 -0.51 0.22 0.22 0.19 0.18 0.20 0.15 0.20



The following is a DFT calculation (ωB97M-V/def2-TZVPD) of C18H42CuIN6O6 as an isolated structure in a non-equilibrium geometry.

```
! RIJCOSX wB97M-V def2-TZVPD def2/J DEFGRID3
* xyz 1 2
Cu -0.10 0.59 0.54
I -0.42 -0.98 2.99
C 0.74 -5.17 2.75
C -0.56 -5.54 2.04
O -0.50 -6.58 1.41
N -1.63 -4.75 2.03
C -2.90 -5.02 1.27
H 1.23 -4.37 2.21
H 1.39 -6.05 2.73
H 0.52 -4.97 3.80
H -1.60 -3.80 2.36
H -3.08 -6.07 1.08
H -2.86 -4.41 0.37
H -3.65 -4.58 1.93
C 3.08 2.42 2.96
C 3.02 2.03 1.45
O 1.94 1.79 0.92
N 4.09 2.42 0.73
C 4.19 2.24 -0.75
H 4.10 2.65 3.26
H 2.52 1.76 3.62
H 2.53 3.35 3.12
H 4.87 2.73 1.29
H 3.37 2.62 -1.35
H 4.47 1.23 -1.05
H 4.94 2.95 -1.10
C -2.93 3.31 2.26
C -1.56 3.33 1.67
O -1.00 2.35 1.32
N -1.10 4.51 1.47
C 0.16 4.89 1.07
H -3.53 4.21 2.16
H -3.00 3.02 3.31
H -3.44 2.44 1.83
H -1.56 5.23 2.00
H 0.56 5.15 2.05
H 0.05 5.74 0.40
H 0.73 4.06 0.64
C 0.60 -3.22 -1.43
C 1.49 -2.17 -0.76
O 0.93 -1.07 -0.53
N 2.75 -2.47 -0.51
C 3.73 -1.50 0.00
H -0.44 -3.02 -1.17
H 0.90 -4.19 -1.03
H 0.82 -3.18 -2.49
H 3.16 -3.22 -1.04
H 4.71 -1.89 0.26
H 3.35 -0.84 0.78
H 4.04 -1.03 -0.94
C -3.51 -1.56 0.27
C -2.77 -0.96 -0.92
O -1.96 -0.06 -0.72
N -2.93 -1.42 -2.11
C -2.17 -1.18 -3.31
H -3.47 -0.90 1.14
H -2.71 -2.24 0.55
H -4.42 -2.09 -0.01
H -3.63 -2.15 -2.17
H -2.67 -1.73 -4.11
H -1.11 -1.36 -3.16
H -2.21 -0.11 -3.50
C 1.24 1.63 -3.32
C 0.15 2.18 -2.42
O 0.07 1.81 -1.28
N -0.89 2.88 -2.97
C -2.16 3.22 -2.45
H 1.29 2.21 -4.24
H 1.10 0.56 -3.48
H 2.23 1.80 -2.90
H -0.86 3.05 -3.96
H -2.87 3.53 -3.22
H -2.26 3.70 -1.48
H -2.55 2.25 -2.16
*
```

As for the orbital gap (spin up / spin down): 8.915 / 5.148 eV. The calculation puts the total energy at -3429.016205 Eh. The value obtained for the maximum force is 4.92 eV/Å. Its energy above the lowest of the compared OMol25 structures with the same formula, charge and spin is 99.3 kcal per mole.

In the Mulliken picture, each atom carries the following charge in e: 0.72 -0.48 -0.82 0.77 -0.65 -0.15 -0.79 0.08 0.28 0.34 0.06 0.33 0.16 0.34 -1.15 0.61 -0.41 -0.16 -0.66 0.41 0.30 0.22 0.20 -0.01 0.22 0.45 -1.34 0.73 -0.28 -0.15 -0.80 0.38 0.35 0.27 0.24 0.40 0.23 0.16 -0.92 0.53 -0.15 -0.14 -0.84 -0.05 0.47 0.31 0.27 0.40 0.18 0.30 -0.57 0.64 -0.65 -0.16 -0.64 0.17 -0.26 0.45 0.24 0.39 0.10 0.17 -0.82 0.53 -0.07 -0.16 -0.67 0.46 0.12 0.04 0.24 0.41 0.15 0.09



The following is a DFT calculation (ωB97M-V/def2-TZVPD) of a 2-piece molecular cluster, C17H30N7O4 overall in a non-equilibrium geometry.

```
! RIJCOSX wB97M-V def2-TZVPD def2/J DEFGRID3
* xyz 1 1
O 3.82 5.62 -0.81
O -0.41 -5.97 1.81
O -3.70 -2.15 4.26
N 2.55 5.61 -4.71
O 2.84 3.64 -0.42
C 3.14 4.70 -1.20
C -0.70 -5.05 2.56
C -3.19 -3.09 3.67
C 1.77 4.56 -4.63
C 2.67 4.76 -2.59
C 1.80 3.97 -3.30
C 1.77 0.54 0.26
N 1.06 1.60 0.53
N 3.09 5.74 -3.47
N -3.71 -4.32 3.72
N 1.49 -0.65 0.76
N -1.46 -4.05 2.11
N 2.78 0.71 -0.54
C -0.20 -5.05 3.99
C -4.90 -4.69 4.48
C 0.90 4.04 -5.74
C 0.98 2.76 -2.97
C 0.40 -1.00 1.69
C 0.39 2.62 -5.43
C -0.15 2.54 -4.00
C -0.89 -1.37 0.94
C -2.09 -1.67 1.86
C -1.91 -2.85 2.85
H 3.30 3.89 0.41
H 0.27 1.52 1.15
H 1.34 2.49 0.15
H 3.74 6.49 -3.20
H -3.24 -5.04 3.20
H 2.11 -1.41 0.50
H -1.75 -4.15 1.15
H 3.38 -0.05 -0.80
H 2.99 1.65 -0.87
H 0.50 -4.23 4.14
H -1.03 -4.97 4.68
H 0.32 -5.99 4.18
H -4.87 -4.25 5.47
H -4.97 -5.78 4.57
H -5.79 -4.32 3.97
H 0.05 4.72 -5.86
H 1.46 4.04 -6.68
H 1.63 1.88 -2.97
H 0.54 2.86 -1.97
H 0.19 -0.16 2.37
H 0.70 -1.85 2.30
H -0.40 2.36 -6.14
H 1.21 1.90 -5.56
H -0.61 1.56 -3.83
H -0.93 3.30 -3.86
H -1.17 -0.53 0.30
H -0.70 -2.22 0.29
H -2.32 -0.77 2.43
H -2.95 -1.89 1.23
H -1.15 -2.57 3.58
*
```

As for the orbital gap: 9.004 eV. The calculation puts the total energy at -1349.913660 Eh. The value obtained for the maximum force is 3.27 eV/Å.

In the natural (NBO) picture, each atom carries the following charge in e: -0.56 -0.61 -0.63 -0.19 -0.74 0.76 0.67 0.65 0.15 -0.04 -0.07 0.67 -0.77 -0.31 -0.60 -0.56 -0.64 -0.76 -0.72 -0.42 -0.44 -0.43 -0.23 -0.39 -0.39 -0.41 -0.40 -0.13 0.52 0.42 0.44 0.44 0.40 0.42 0.41 0.42 0.44 0.22 0.23 0.26 0.22 0.22 0.21 0.23 0.24 0.20 0.20 0.20 0.23 0.23 0.20 0.21 0.21 0.21 0.21 0.24 0.23 0.22



The following is a DFT calculation (ωB97M-V/def2-TZVPD) of CH27LiO13 as an isolated structure in a non-equilibrium geometry.

```
! RIJCOSX wB97M-V def2-TZVPD def2/J DEFGRID3
* xyz 0 1
Li 2.44 0.27 -3.22
C 0.10 -0.54 -0.20
O -1.30 -0.37 -0.53
H 0.77 -0.76 -1.04
H 0.15 -1.31 0.55
H 0.53 0.41 0.35
O 2.79 1.53 -0.94
H 3.07 2.29 -0.55
H 2.09 1.17 -0.39
O 3.18 -1.60 -2.44
H 3.66 -1.61 -1.58
H 2.73 -2.56 -2.42
O 0.48 -0.93 3.33
H 0.89 -0.97 4.32
H 0.14 -1.58 2.85
O 0.01 3.40 1.90
H 0.31 4.10 1.43
H 0.70 2.71 1.96
O -3.96 0.18 -0.70
H -2.99 -0.03 -0.74
H -4.48 -0.61 -0.87
O -2.14 -2.18 1.31
H -1.95 -1.69 2.01
H -1.69 -1.49 0.62
O -1.87 1.64 1.60
H -1.68 0.96 1.03
H -1.08 2.15 1.48
O 0.75 1.37 -3.41
H 0.23 1.48 -2.47
H 0.21 1.37 -4.21
O 0.06 -3.41 2.05
H 0.76 -3.71 1.44
H -0.83 -3.21 1.69
O 1.86 1.23 2.27
H 1.26 0.41 2.69
H 2.16 1.77 2.98
O -0.88 -2.10 -2.81
H -0.53 -1.61 -2.07
H -1.60 -2.56 -2.54
O -1.15 2.33 -1.60
H -2.10 2.57 -1.90
H -1.11 1.53 -1.20
*
```

As for the orbital gap: 7.654 eV. The calculation puts the total energy at -1039.853135 Eh. The value obtained for the maximum force is 10.70 eV/Å. Its energy above the lowest of the compared OMol25 structures with the same formula, charge and spin is 0.0 kcal per mole.

In the natural (NBO) picture, each atom carries the following charge in e: 0.96 -0.28 -1.02 0.11 0.17 0.13 -0.98 0.48 0.50 -1.01 0.50 0.52 -0.99 0.52 0.51 -0.95 0.47 0.49 -0.99 0.51 0.46 -0.97 0.45 0.51 -0.96 0.46 0.47 -1.08 0.55 0.51 -1.03 0.48 0.51 -1.04 0.53 0.47 -0.96 0.49 0.47 -0.98 0.51 0.49



The following is a DFT calculation (ωB97M-V/def2-TZVPD) of a 3-piece molecular cluster, C11H24N5O2 overall.

```
! RIJCOSX wB97M-V def2-TZVPD def2/J DEFGRID3
* xyz 1 1
C 3.04 2.52 -0.94
N 2.19 3.12 0.10
C 1.08 3.88 -0.44
C -0.21 3.14 -0.54
N -0.99 3.02 -1.61
C -2.11 2.28 -1.33
C -2.00 1.89 -0.04
N -0.83 2.45 0.42
H 2.47 2.21 -1.81
H 3.81 3.24 -1.24
H 3.54 1.64 -0.54
H 1.88 2.38 0.71
H 1.34 4.19 -1.46
H 0.90 4.80 0.13
H -0.78 3.44 -2.50
H -2.89 2.06 -2.04
H -2.62 1.28 0.61
H -0.48 2.37 1.36
C -4.29 -1.63 3.32
C -3.73 -0.99 2.07
O -3.24 0.14 2.10
N -3.79 -1.70 0.93
C -4.34 -3.04 0.73
H -4.16 -0.93 4.14
H -5.35 -1.85 3.20
H -3.76 -2.55 3.56
H -3.40 -1.24 0.12
H -3.57 -3.72 0.37
H -5.15 -3.01 0.01
H -4.72 -3.42 1.67
C 2.43 -1.42 -0.14
C 3.11 -1.31 -1.49
O 2.82 -0.42 -2.29
N 4.06 -2.22 -1.78
C 4.53 -3.33 -0.97
H 1.70 -0.62 -0.07
H 1.92 -2.38 -0.04
H 3.15 -1.32 0.67
H 4.48 -2.10 -2.69
H 5.60 -3.23 -0.76
H 4.37 -4.28 -1.47
H 4.01 -3.35 -0.02
*
```

As for the orbital gap: 9.473 eV. The calculation puts the total energy at -857.612449 Eh. The value obtained for the maximum force is 0.61 eV/Å.

In the natural (NBO) picture, each atom carries the following charge in e: -0.42 -0.60 -0.28 0.44 -0.46 -0.07 -0.06 -0.46 0.19 0.20 0.22 0.35 0.23 0.24 0.45 0.26 0.30 0.45 -0.72 0.70 -0.68 -0.60 -0.41 0.25 0.24 0.24 0.39 0.21 0.21 0.22 -0.72 0.68 -0.65 -0.60 -0.41 0.22 0.23 0.23 0.41 0.21 0.21 0.21



The following is a DFT calculation (ωB97M-V/def2-TZVPD) of C20H31N3O5 as an isolated structure in a non-equilibrium geometry.

```
! RIJCOSX wB97M-V def2-TZVPD def2/J DEFGRID3
* xyz 0 1
C 1.45 -5.50 -4.96
C 1.75 -4.12 -4.66
H 1.79 -3.42 -5.57
H 2.73 -4.01 -4.17
O 0.62 -3.42 -3.72
C 0.98 -3.82 -2.26
O 1.89 -4.57 -1.77
N 0.05 -3.28 -1.64
C -0.96 -2.33 -2.00
H -1.01 -2.38 -3.04
C -0.51 -1.00 -1.34
H 0.31 -0.51 -1.73
H -1.71 -0.34 -1.64
C -0.57 -1.24 0.20
N -0.58 0.13 0.84
C 0.55 0.87 0.77
O 1.20 0.53 -0.16
N 0.56 2.04 1.45
C 1.58 3.03 1.12
C 1.56 4.02 2.35
C 2.32 5.21 2.19
C 3.45 5.25 1.36
C 3.46 4.24 0.24
C 2.57 3.15 0.39
H 2.58 2.56 -0.77
H 4.07 4.27 -0.62
H 3.79 6.04 1.27
O 2.52 6.12 3.07
C 1.51 6.07 4.39
H 1.63 5.09 4.90
H 1.80 6.96 4.78
H 0.39 6.21 3.85
H 0.77 3.93 3.03
H -0.21 2.19 2.13
C -1.43 0.26 2.13
H -0.59 0.52 2.89
C -2.60 1.28 1.70
C -3.34 0.61 0.93
O -3.88 -0.54 1.01
C -4.59 -1.00 0.08
H -5.09 -2.21 0.43
H -4.05 -1.13 -0.73
H -5.66 -0.37 -0.05
H -3.01 0.76 -0.13
H -4.25 1.57 0.59
H -2.27 2.08 1.54
H -3.22 1.17 2.81
H -1.95 -0.87 2.36
C 0.50 -2.16 0.44
H 1.50 -1.70 0.32
C 0.22 -3.53 -0.18
H 1.04 -4.22 -0.01
H -0.74 -4.08 0.07
H 0.44 -2.45 1.73
H -1.66 -1.80 0.58
H -1.77 -2.95 -1.50
H 2.04 -5.70 -5.78
H 1.52 -6.03 -4.06
H 0.51 -5.47 -5.44
*
```

As for the orbital gap: 8.710 eV. The calculation puts the total energy at -1320.471909 Eh. The value obtained for the maximum force is 19.58 eV/Å. Its energy above the lowest of the compared OMol25 structures with the same formula, charge and spin is 448.8 kcal per mole.

In the natural (NBO) picture, each atom carries the following charge in e: -0.66 -0.04 0.18 0.20 -0.62 0.91 -0.69 -0.44 -0.23 0.25 -0.36 0.25 0.16 -0.03 -0.50 0.78 -0.65 -0.63 0.18 -0.36 0.31 -0.20 -0.13 -0.28 0.22 0.21 0.16 -0.50 -0.25 0.21 0.20 0.20 0.19 0.42 -0.27 0.21 -0.36 0.00 -0.52 -0.17 0.16 0.15 0.16 0.18 0.09 0.19 0.16 0.24 -0.44 0.27 -0.24 0.28 0.19 0.18 0.22 0.20 0.22 0.24 0.21